{
  "formula": "C46H44N3P2S2Zr",
  "method": "ωB97M-V/def2-TZVPD",
  "energy_ha": -3469.6109,
  "homo_lumo_gap_ev": 6.44,
  "spin_multiplicity": 1,
  "e_lumo_ev": -3.033,
  "charge": 1,
  "elements": ["Zr", "S", "S", "P", "P", "N", "N", "N", "C", "C", "C", "C", "C", "C", "C", "C", "C", "C", "C", "C", "C", "C", "C", "C", "C", "C", "C", "C", "C", "C", "C", "C", "C", "C", "C", "C", "C", "C", "C", "C", "C", "C", "C", "C", "C", "C", "C", "C", "C", "C", "C", "C", "C", "C", "H", "H", "H", "H", "H", "H", "H", "H", "H", "H", "H", "H", "H", "H", "H", "H", "H", "H", "H", "H", "H", "H", "H", "H", "H", "H", "H", "H", "H", "H", "H", "H", "H", "H", "H", "H", "H", "H", "H", "H", "H", "H", "H", "H"],
  "coordinates": [[-0.478, 0.098, 0.173], [-2.119, -0.249, 2.019], [0.087, -0.316, -2.208], [-0.379, -2.751, 0.248], [-1.673, 2.442, -1.280], [1.958, 0.135, 0.127], [-2.376, -0.519, -0.806], [0.312, 1.543, 2.012], [1.266, -4.515, 3.510], [2.598, -0.096, -1.168], [-1.154, -3.385, 2.874], [0.694, 1.323, 4.422], [0.362, 2.790, -5.441], [0.289, -4.432, 4.488], [-4.214, -0.651, -2.165], [-0.416, 2.819, 1.875], [2.144, -5.836, -2.098], [-3.184, 5.639, 0.779], [-1.357, -0.534, 4.624], [-0.188, -3.475, 1.888], [-3.275, 0.218, -1.585], [-1.081, 0.044, 3.405], [1.061, 3.088, -4.267], [-1.002, 2.474, -5.333], [2.622, -4.576, -1.909], [2.458, -0.465, -3.531], [0.578, -3.895, -0.753], [-1.963, 4.139, -0.700], [4.579, -0.428, -2.474], [-3.824, -1.958, -1.808], [-1.131, 5.233, -1.021], [3.825, -0.566, -3.623], [-2.138, -3.011, -0.223], [-2.979, 4.392, 0.212], [-1.258, 6.463, -0.388], [-2.751, -1.849, -0.961], [0.118, -5.233, -0.906], [-0.690, -0.142, 5.790], [-3.339, 1.729, -1.564], [-0.918, 2.710, -2.930], [0.347, 0.794, 5.665], [1.857, -3.599, -1.251], [1.803, -0.241, -2.314], [2.278, 1.545, 0.505], [1.012, -4.091, 2.206], [1.770, 1.817, 1.907], [2.517, -0.809, 1.164], [-0.932, -3.896, 4.146], [-0.020, 0.955, 3.294], [0.867, -6.164, -1.582], [-2.284, 6.649, 0.523], [-1.634, 2.493, -4.101], [0.422, 3.004, -3.057], [3.981, -0.250, -1.223], [2.130, 3.303, -4.326], [-2.122, -2.936, 2.713], [-2.211, -1.183, 4.668], [-4.339, -2.853, -2.141], [1.557, 1.949, 4.371], [-1.690, -3.812, 4.910], [-2.718, 2.262, -4.008], [0.533, -7.197, -1.694], [1.020, 3.258, -2.159], [-3.891, 2.111, -0.712], [1.780, 2.160, -0.259], [-4.990, -0.343, -2.832], [1.830, -0.840, 2.000], [-0.810, -5.515, -0.462], [2.558, -1.805, 0.744], [-3.970, 5.801, 1.492], [5.673, -0.517, -2.461], [-3.687, 3.613, 0.459], [-0.903, -0.583, 6.770], [0.867, 1.128, 6.537], [1.804, -0.589, -4.395], [-2.204, -3.983, -0.707], [3.614, -4.349, -2.255], [2.276, -2.616, -1.071], [-0.373, 5.098, -1.809], [-1.551, 2.226, -6.227], [1.972, 2.859, 2.136], [2.242, -4.947, 3.799], [-2.608, -3.180, 0.754], [-0.196, 3.545, 2.696], [4.289, -0.763, -4.570], [-3.847, 2.028, -2.477], [4.550, -0.142, -0.321], [2.716, -6.631, -2.565], [0.851, 2.829, -6.372], [0.496, -4.799, 5.459], [2.270, 1.176, 2.646], [-1.506, 2.579, 1.826], [-2.429, 7.603, 1.019], [3.543, -0.518, 1.435], [1.733, -4.212, 1.427], [3.356, 1.663, 0.468], [-0.191, 3.275, 0.905], [-0.469, 7.239, -0.593]]
}



{
  "formula": "C46H45CoN10O3P",
  "method": "ωB97M-V/def2-TZVPD",
  "energy_ha": -4276.2433,
  "homo_lumo_gap_ev": [6.62, 3.01],
  "spin_multiplicity": 5,
  "e_lumo_ev": [-8.031, -11.630],
  "charge": 3,
  "elements": ["Co", "P", "O", "O", "O", "N", "N", "N", "N", "N", "N", "N", "N", "N", "N", "C", "C", "C", "C", "C", "C", "C", "C", "C", "C", "C", "C", "C", "C", "C", "C", "C", "C", "C", "C", "C", "C", "C", "C", "C", "C", "C", "C", "C", "C", "C", "C", "C", "C", "C", "C", "C", "C", "C", "C", "C", "C", "C", "C", "C", "C", "H", "H", "H", "H", "H", "H", "H", "H", "H", "H", "H", "H", "H", "H", "H", "H", "H", "H", "H", "H", "H", "H", "H", "H", "H", "H", "H", "H", "H", "H", "H", "H", "H", "H", "H", "H", "H", "H", "H", "H", "H", "H", "H", "H", "H"],
  "coordinates": [[2.194, -10.986, -16.217], [0.519, -11.820, -15.144], [3.209, -10.582, -22.669], [2.088, -16.486, -20.976], [3.818, -9.378, -13.068], [0.167, -15.339, -21.782], [3.332, -9.504, -24.651], [3.794, -11.467, -17.304], [4.790, -12.888, -18.954], [4.135, -10.626, -24.754], [0.810, -8.130, -18.619], [1.626, -9.312, -17.001], [6.004, -12.189, -18.824], [3.405, -10.840, -14.716], [1.792, -7.285, -17.996], [-2.574, -12.471, -17.566], [5.075, -10.699, -17.051], [4.882, -12.356, -23.002], [1.399, -8.567, -21.571], [1.773, -14.344, -14.533], [-3.177, -10.590, -16.210], [0.470, -16.222, -13.770], [5.721, -11.345, -15.756], [4.915, -10.869, -14.515], [-1.848, -10.455, -15.734], [0.479, -10.968, -13.570], [-3.545, -11.527, -17.138], [1.311, -16.115, -21.874], [0.594, -13.576, -14.661], [2.716, -9.526, -23.456], [0.431, -7.633, -21.108], [-0.663, -15.408, -13.840], [1.808, -8.543, -22.857], [-1.012, -11.532, -15.956], [-0.651, -11.114, -12.790], [3.828, -12.563, -18.043], [5.864, -10.785, -18.317], [0.270, -9.545, -11.171], [0.320, -6.742, -23.338], [1.346, -9.297, -12.066], [2.897, -10.066, -13.772], [1.700, -15.704, -14.166], [1.545, -10.031, -13.218], [0.764, -9.307, -18.015], [-1.319, -12.434, -17.080], [5.305, -13.768, -21.229], [6.543, -14.186, -21.733], [-0.666, -14.123, -14.328], [4.162, -11.210, -23.522], [1.551, -16.417, -23.354], [5.090, -9.508, -13.813], [4.837, -14.057, -19.790], [7.217, -10.958, -15.511], [6.921, -13.719, -23.040], [1.234, -7.616, -23.769], [-0.049, -7.624, -19.652], [-0.119, -6.727, -22.010], [6.116, -12.746, -23.596], [2.275, -8.078, -17.071], [-0.736, -10.389, -11.626], [4.403, -12.942, -21.910], [3.394, -12.776, -21.645], [5.063, -11.621, -13.754], [7.244, -14.933, -21.291], [2.752, -13.847, -14.662], [7.750, -14.111, -23.656], [-0.036, -6.019, -24.088], [-0.258, -15.033, -22.645], [2.572, -16.272, -14.228], [-0.126, -15.011, -20.858], [2.957, -13.267, -18.057], [-0.796, -5.912, -21.692], [1.621, -7.615, -24.800], [-1.046, -8.071, -19.644], [-1.603, -9.604, -15.111], [-0.697, -13.237, -17.436], [-1.371, -11.843, -13.134], [1.683, -9.383, -20.910], [3.122, -7.716, -16.517], [-0.215, -6.563, -19.352], [6.460, -12.239, -24.470], [3.834, -14.547, -19.915], [2.200, -15.582, -23.763], [0.068, -10.130, -18.161], [5.419, -14.929, -19.353], [7.207, -9.908, -15.257], [5.973, -9.434, -13.111], [5.131, -8.596, -14.479], [0.323, -8.917, -10.274], [0.613, -16.489, -23.922], [-4.557, -11.487, -17.642], [-1.649, -15.865, -13.654], [6.933, -10.496, -18.126], [-3.891, -9.900, -15.816], [2.117, -17.337, -23.518], [5.235, -10.130, -18.999], [-2.907, -13.318, -18.141], [-1.544, -13.561, -14.467], [5.593, -12.515, -15.736], [-1.704, -10.445, -11.032], [7.627, -11.503, -14.711], [1.938, -8.399, -11.935], [0.452, -17.240, -13.468], [6.395, -12.175, -19.776], [4.684, -9.623, -16.914], [7.872, -11.143, -16.370]]
}



{
  "formula": "C46H45F5GeIrN6O9S3",
  "method": "ωB97M-V/def2-TZVPD",
  "relative_energy_kcal_mol": 36.7,
  "energy_ha": -6660.4463,
  "homo_lumo_gap_ev": [6.28, 3.94],
  "spin_multiplicity": 6,
  "e_lumo_ev": [-0.451, -4.656],
  "elements": ["Ir", "Ge", "S", "S", "S", "F", "F", "F", "F", "F", "O", "O", "O", "O", "O", "O", "O", "O", "O", "N", "N", "N", "N", "N", "N", "C", "C", "C", "C", "C", "C", "C", "C", "C", "C", "C", "C", "C", "C", "C", "C", "C", "C", "C", "C", "C", "C", "C", "C", "C", "C", "C", "C", "C", "C", "C", "C", "C", "C", "C", "C", "C", "C", "C", "C", "C", "C", "C", "C", "C", "C", "H", "H", "H", "H", "H", "H", "H", "H", "H", "H", "H", "H", "H", "H", "H", "H", "H", "H", "H", "H", "H", "H", "H", "H", "H", "H", "H", "H", "H", "H", "H", "H", "H", "H", "H", "H", "H", "H", "H", "H", "H", "H", "H", "H", "H"],
  "coordinates": [[0.134, -0.560, -0.314], [-0.021, -3.399, -0.684], [-4.231, 4.598, 0.633], [1.946, 5.142, -3.118], [-0.042, -1.197, 3.286], [1.774, -0.109, -4.679], [2.562, 0.851, -2.926], [1.873, -1.729, -2.484], [-0.154, -1.374, -3.218], [0.599, 1.348, -3.646], [2.268, 6.538, -3.098], [-1.275, -1.845, 2.886], [-5.628, 4.669, 0.282], [2.407, 4.333, -2.019], [-3.834, 5.192, 1.888], [-3.304, 4.805, -0.480], [1.194, 5.978, 0.221], [2.339, 4.512, 1.295], [0.802, -1.911, 4.202], [2.386, -0.443, 0.457], [1.499, 4.837, 0.485], [0.018, 1.742, -0.542], [0.723, -0.784, 1.900], [-0.189, 3.866, -1.084], [-2.142, -0.903, 0.447], [-2.148, 1.304, 1.377], [-1.819, -5.673, -0.228], [-4.058, 0.591, 0.079], [-4.592, 1.869, 0.177], [-2.815, 0.317, 0.647], [2.621, -4.133, 2.599], [0.728, -3.848, 1.145], [-0.643, 2.619, -1.294], [2.923, -5.822, -2.680], [-2.966, -3.871, -1.294], [-0.513, 0.372, 3.999], [-1.324, 2.880, 4.871], [2.055, -0.714, 1.738], [0.793, 3.774, -0.128], [-4.127, -4.628, -1.334], [2.259, -6.212, -3.830], [3.657, -0.352, 0.101], [3.049, -0.895, 2.716], [0.109, 4.964, -3.239], [4.367, -0.835, 2.327], [-2.976, -6.431, -0.259], [0.426, -4.724, 3.359], [2.579, 4.408, -4.666], [-4.136, -5.909, -0.808], [-0.018, 2.666, 4.443], [0.912, 2.444, 0.188], [-1.803, -4.377, -0.730], [1.451, 0.322, -3.449], [-2.673, 2.574, 1.470], [0.983, -4.582, -1.965], [-0.551, 5.023, -1.868], [2.286, -5.014, -1.755], [-1.787, 4.244, 5.263], [0.964, -5.776, -4.059], [2.084, -3.709, 1.396], [-1.811, 0.557, 4.442], [-1.793, 2.282, -2.156], [0.883, -0.758, -2.524], [-3.881, 2.824, 0.861], [0.336, -4.958, -3.137], [-0.106, -4.315, 2.149], [4.090, 4.460, -4.603], [1.790, -4.646, 3.580], [0.390, 1.416, 4.011], [-2.210, 1.804, 4.883], [4.688, -0.552, 1.001], [-1.841, -1.318, 1.347], [2.722, -3.259, 0.647], [-0.227, 5.791, -3.855], [-2.532, 4.593, 4.549], [-1.650, 2.605, -3.183], [2.746, -6.852, -4.552], [-4.588, -0.177, -0.465], [3.860, -0.115, -0.933], [-5.020, -4.218, -1.783], [-5.036, -6.507, -0.841], [-0.964, 4.953, 5.269], [0.685, 3.486, 4.445], [-2.960, -7.434, 0.145], [-0.055, 4.012, -3.736], [2.203, -4.959, 4.528], [-0.231, -5.085, 4.137], [3.685, -4.045, 2.772], [-0.915, -6.092, 0.195], [-0.214, 5.919, -1.342], [5.712, -0.485, 0.675], [2.752, -1.124, 3.725], [5.149, -1.013, 3.050], [-1.936, 1.204, -2.148], [-1.195, 1.061, 1.816], [-2.957, -2.880, -1.736], [-2.249, 4.228, 6.247], [-3.222, 1.951, 5.231], [4.421, 5.493, -4.540], [-1.173, -4.367, 1.990], [-5.527, 2.132, -0.289], [2.175, 5.003, -5.480], [3.939, -6.142, -2.501], [2.808, -4.734, -0.855], [4.534, 3.993, -5.479], [1.397, 1.254, 3.661], [2.206, 3.389, -4.706], [0.453, -6.070, -4.965], [-2.162, 3.382, 1.965], [1.585, 1.987, 0.883], [-2.692, -1.584, -0.072], [-2.678, 2.788, -1.762], [4.426, 3.933, -3.713], [-1.643, 5.049, -1.944], [-2.495, -0.275, 4.409], [-0.670, -4.606, -3.317]]
}